# 1
The ion C6H8N with charge +1 in a non-equilibrium geometry. Source: the Open Molecules 2025 dataset; level of theory: ωB97M-V with the def2-TZVPD basis set.

XYZ file:
```
15
Properties=species:S:1:pos:R:3:lowdin_charge:R:1
C 1.1547 -2.4810 -0.0936 0.208
C -1.8032 -0.1868 -0.0169 0.098
C -2.9677 -0.7313 -0.0315 0.110
C -0.5493 0.5545 0.0402 -0.079
C 0.8736 -0.0542 0.0200 -0.302
C 2.0634 0.7943 -0.0776 -0.025
N 1.0040 -1.3389 -0.0116 0.043
H 1.3290 -3.2672 0.6009 0.095
H -3.3219 -1.5112 0.5633 0.087
H -3.7492 -0.4717 -0.6311 0.072
H -0.7628 1.1657 -0.8869 0.199
H -0.7500 1.0732 0.9344 0.128
H 2.9303 0.1354 0.4111 0.146
H 1.8132 1.6922 0.4550 0.078
H 2.2893 0.8518 -1.2368 0.142
```

Results
* LUMO energy (alpha / beta): -6.700 / -5.119 eV
* HOMO (alpha / beta): -11.6 / -12.6 eV
* energy above the lowest of the compared OMol25 structures with the same formula, charge and spin: 7.7174 eV
* HOMO-LUMO gap (alpha / beta): 4.86 / 7.53 eV
* net charge: +1

---

# 2
A structure of composition C6H13N2O in a non-equilibrium geometry. Source: the Open Molecules 2025 dataset; level of theory: ωB97M-V with the def2-TZVPD basis set.

XYZ file:
```
22
Properties=species:S:1:pos:R:3:lowdin_charge:R:1
C 1.8594 -0.1207 -0.7645 0.121
C -1.8589 0.4892 1.0299 -0.014
C -0.4928 -1.5386 0.4839 -0.028
C -1.2683 -0.0179 -1.3603 -0.019
C 0.4215 0.7818 0.3577 -0.182
C -0.7780 -0.0904 0.0883 -0.583
N 3.7928 -0.3425 0.5668 0.238
N 2.9239 -0.1663 -0.2183 -0.061
O 0.4695 2.0320 -0.0173 0.110
H 1.5392 -0.3349 -1.7540 0.124
H -2.1675 1.4839 0.7220 0.096
H -2.7261 -0.1655 0.9983 0.102
H -1.5068 0.5346 2.0582 0.101
H -0.1139 -1.6001 1.5015 0.100
H 0.2348 -1.9964 -0.1821 0.082
H -1.4074 -2.1203 0.4288 0.103
H -1.3464 1.0008 -1.7342 0.088
H -0.6247 -0.5892 -2.0252 0.083
H -2.2612 -0.4549 -1.4257 0.106
H 0.8996 0.6324 1.3243 0.158
H 4.5234 0.3498 0.6955 0.131
H -0.1123 2.2331 -0.7734 0.142
```

Results
* LUMO energy: -5.031 eV
* HOMO: -14.5 eV
* energy above the lowest of the compared OMol25 structures with the same formula, charge and spin: 4.3611 eV
* HOMO-LUMO gap: 9.50 eV
* net charge: +1

---

# 3
A cluster of 5 separate species, C32H40Br2N4O16 in total in a non-equilibrium geometry. Source: the Open Molecules 2025 dataset; level of theory: ωB97M-V with the def2-TZVPD basis set.

XYZ file:
```
94
Properties=species:S:1:pos:R:3:lowdin_charge:R:1
H 4.7412 4.3797 -0.5488 0.047
N 4.6209 3.5701 -1.1529 0.124
C 3.7202 3.8084 -2.0031 -0.237
C 3.3580 2.7968 -3.0553 -0.089
C 2.8677 1.4723 -2.5292 -0.054
C 3.2537 0.2600 -3.1776 -0.183
O 4.1228 0.3453 -4.2353 -0.068
C 5.4948 0.4599 -3.8376 -0.233
C 6.1842 -0.8723 -3.6867 -0.070
C 2.7783 -0.9599 -2.7986 -0.132
C 3.1035 -2.2279 -3.5266 -0.026
C 1.9074 -1.0121 -1.6903 -0.138
N 1.3987 -2.2121 -1.3130 0.222
C 0.6211 -2.2070 -0.2914 -0.238
N 0.0823 -3.4872 0.1370 0.194
C -0.7767 -3.9736 -0.5773 -0.271
O -1.6318 -4.5002 -1.1816 0.169
C 0.2927 -1.0470 0.4627 -0.287
C -0.6058 -1.1733 1.6653 -0.671
Br 0.4672 -0.7768 3.2499 0.715
C -1.8945 -0.3470 1.5430 -0.729
C -3.0100 -1.0399 2.3341 -0.136
Br -1.7520 1.4710 2.2085 0.801
N 0.7431 0.1118 0.0943 0.239
C 1.5517 0.1571 -0.9911 -0.087
C 2.0338 1.4022 -1.4573 -0.191
O 1.6146 2.5248 -0.8331 -0.039
C 0.5756 3.2420 -1.5356 -0.111
C -0.5868 3.4058 -0.5892 -0.428
C -0.1055 4.1012 0.6775 -0.056
O -1.5390 4.2127 -1.2862 -0.029
H 3.2059 4.7687 -2.0405 0.114
H 4.2460 2.6294 -3.6499 0.104
H 2.6175 3.2145 -3.7366 0.127
H 5.9869 1.0238 -4.6276 0.124
H 5.5931 1.0301 -2.9137 0.123
H 7.2290 -0.7037 -3.4336 0.081
H 6.1686 -1.4394 -4.6143 0.080
H 5.7514 -1.4838 -2.8981 0.075
H 3.7939 -2.0494 -4.3404 0.068
H 3.4575 -2.9953 -2.8464 0.083
H 2.1839 -2.6174 -3.9638 0.085
H -0.8827 -2.2077 1.7975 0.064
H -2.1453 -0.2593 0.4911 0.081
H -3.7173 -0.3273 2.7382 0.062
H -2.5634 -1.5500 3.1774 0.044
H -3.5399 -1.7549 1.7076 0.085
H 0.3025 2.6987 -2.4375 0.139
H 0.9523 4.2353 -1.7785 0.125
H -1.0204 2.4438 -0.3369 0.076
H -0.9532 4.6123 1.1294 0.087
H 0.3184 3.3981 1.3872 0.052
H 0.6308 4.8579 0.4220 0.071
H -2.4070 3.9725 -0.9490 0.066
O -4.6283 -1.7992 6.3549 0.176
C -3.8226 -2.6454 6.1615 -0.565
O -3.0094 -2.7035 5.0755 0.023
C -2.0276 -3.7217 5.2988 -0.118
C -2.7178 -4.6133 6.3138 -0.111
O -3.5807 -3.6914 6.9862 0.063
H -1.7929 -4.2279 4.3657 0.131
H -1.1236 -3.2548 5.6928 0.129
H -3.3279 -5.3867 5.8442 0.134
H -2.0353 -5.0736 7.0225 0.132
O -4.7349 -8.8653 2.2007 0.170
C -4.4328 -8.2226 1.2524 -0.573
O -3.8469 -8.7181 0.1351 0.060
C -3.8419 -7.6977 -0.8676 -0.112
C -3.9244 -6.4333 -0.0349 -0.126
O -4.6189 -6.8851 1.1324 0.057
H -2.9394 -7.7627 -1.4688 0.132
H -4.7139 -7.8321 -1.5099 0.133
H -2.9429 -6.0673 0.2604 0.109
H -4.4762 -5.6304 -0.5155 0.133
O -3.3165 2.1682 -0.4902 0.107
C -3.5226 1.7486 -1.5823 -0.559
O -4.7241 1.7405 -2.1978 0.075
C -4.5287 1.3768 -3.5694 -0.105
C -3.2209 0.6090 -3.5119 -0.106
O -2.5745 1.2025 -2.3806 0.055
H -5.3673 0.7839 -3.9228 0.133
H -4.4523 2.2875 -4.1647 0.136
H -3.3704 -0.4538 -3.3125 0.132
H -2.6057 0.7260 -4.3994 0.134
O 2.9887 7.1877 0.5550 0.160
C 2.8734 6.9202 1.7062 -0.575
O 1.8576 6.2012 2.2316 0.044
C 2.1854 5.8694 3.5840 -0.109
C 3.1734 6.9630 3.9459 -0.114
O 3.7490 7.2804 2.6739 0.059
H 1.2887 5.8699 4.1971 0.133
H 2.6347 4.8752 3.6016 0.135
H 2.6837 7.8539 4.3420 0.132
H 3.9472 6.6399 4.6364 0.131
```

Results
* LUMO energy: -0.497 eV
* HOMO: -8.7 eV
* structure (SMILES): [H]/N=C/Cc1c(OCC)c(C)c2nc(N=C=O)c([C@@H](Br)[C@@H](C)Br)nc2c1OC[C@@H](C)O.O=C1OCCO1.O=C1OCCO1.O=C1OCCO1.O=C1OCCO1
* HOMO-LUMO gap: 8.16 eV